62
Properties=species:S:1:pos:R:3:forces:R:3 method="wB97M-V/def2-TZVPD" lumo_ev=4.53 charge=-2
C -0.707083 -1.575607 -2.254647 0.3978 -0.4708 1.3191
C -1.616526 -2.027011 -1.255158 1.1717 0.0647 0.0528
C -0.881310 -2.770070 -0.293907 0.7683 0.5446 -0.8117
C -3.073494 -1.778218 -1.204714 -0.3659 -0.0992 0.0188
C 0.484494 -2.758965 -0.685317 -1.0675 0.4556 -0.6978
C 0.597648 -2.005598 -1.884019 -1.1278 -0.4375 0.6103
C 1.866950 -1.659309 -2.558457 0.4096 0.3073 -0.2201
C -1.073287 -0.776743 -3.440406 -0.0331 0.2126 -0.3732
C -1.444020 -3.453693 0.888921 -0.1983 -0.1679 0.1160
C 1.594425 -3.403958 0.047856 0.2366 -0.2090 -0.0050
Zr -0.347829 1.033876 0.733618 4.6253 -0.3599 -3.5800
Cl -1.818525 0.197276 2.203553 -1.8376 -1.1396 1.9732
Cl -1.768880 1.652470 -1.095791 -0.3822 0.3152 0.1071
O 1.109466 -0.326884 0.904787 -0.0315 0.1186 2.0500
H -3.385201 -1.107344 -2.012438 -0.0712 -0.0377 0.1352
H -3.367136 -1.323750 -0.245823 -0.1587 -0.0312 -0.1296
H -3.630605 -2.722059 -1.310878 -0.2489 0.0895 0.0174
H -2.108210 -2.789049 1.455465 -0.0853 -0.1277 0.1161
H -0.643568 -3.788186 1.557356 -0.1468 -0.0404 0.0688
H -2.023448 -4.340792 0.584664 -0.0922 -0.0468 0.2857
H 1.359401 -3.491651 1.115822 0.1869 -0.0071 0.0114
H 2.528940 -2.839863 -0.069054 -0.0578 -0.0928 0.1453
H 1.771081 -4.421339 -0.333667 0.2288 -0.0721 0.1799
H 2.699023 -1.751272 -1.844638 -0.0429 0.0199 -0.2436
H 1.861948 -0.600418 -2.876569 0.0829 -0.3870 0.0021
H 2.072263 -2.334638 -3.410087 0.1609 0.2580 0.0053
H -1.889579 -0.085107 -3.210345 0.0545 0.0357 -0.1371
H -1.408889 -1.416533 -4.269621 0.0130 0.0909 -0.1894
H -0.217648 -0.184322 -3.779803 -0.0892 0.0308 -0.0693
H 1.490578 -0.813605 1.704112 -1.0237 1.0112 -1.8743
O 1.666088 1.679845 -1.644757 -2.5778 1.1051 -0.2508
H 0.900067 2.102292 -2.180601 1.9021 -1.0691 1.2785
C -2.052066 3.715098 2.427516 -0.2734 -0.2399 -0.0047
C -1.201454 4.204258 3.591914 0.0318 0.2338 0.0174
C -1.483350 3.325960 4.819331 0.0798 -0.1296 0.1707
C 0.299177 4.313126 3.334847 0.1272 -0.3039 0.1777
C 1.014949 5.167706 4.185602 0.1821 0.1965 -0.1961
C 2.400088 5.292306 4.104086 0.1310 -0.0938 0.0304
C 3.102101 4.466972 3.221829 -0.3124 0.0987 -0.0401
C 2.427943 3.575172 2.384123 0.4728 -0.1223 -0.0349
C 3.222612 2.655874 1.457247 -0.2271 0.0829 -0.0473
C 3.776247 3.437900 0.268862 -0.1592 -0.0232 -0.1287
C 4.324972 1.896573 2.194203 0.0101 -0.0630 0.0949
C 1.018390 3.515727 2.406541 0.1091 -0.0357 0.5008
O 0.411874 2.628151 1.605133 -0.4478 0.2257 0.4672
H -1.973473 2.620139 2.351974 -0.1383 0.7061 -0.1385
H -1.787417 4.191598 1.480142 -0.0018 -0.1735 0.0780
H -3.108880 3.924727 2.635745 0.0944 0.0513 -0.0191
H -1.533653 5.226061 3.836329 0.0782 -0.1366 -0.0063
H -1.161796 2.291739 4.627383 -0.0593 0.2410 0.0410
H -0.961630 3.691512 5.715155 -0.0554 -0.0771 -0.2238
H -2.559466 3.306015 5.039452 0.1475 -0.0067 -0.0703
H 0.473778 5.758338 4.940006 0.1116 -0.2311 -0.4333
H 2.938592 6.016245 4.729052 -0.2570 -0.3617 -0.1637
H 4.196182 4.504779 3.187636 -0.3996 0.0352 -0.0266
H 2.546581 1.914331 1.020476 0.0662 0.1327 0.0854
H 4.486991 4.214375 0.579095 0.0006 -0.0362 0.0477
H 4.255950 2.741056 -0.423460 -0.0358 0.1398 -0.0065
H 2.940277 3.891142 -0.270645 0.1720 -0.0586 -0.0584
H 3.904456 1.306902 3.018717 0.1075 0.0729 -0.0950
H 4.824904 1.207995 1.500627 -0.0929 0.1413 0.1327
H 5.081346 2.576173 2.610902 -0.0616 -0.1291 -0.0617


67
Properties=species:S:1:pos:R:3:forces:R:3 method="wB97M-V/def2-TZVPD" lumo_ev="-1.56 / -1.53"
P -0.125875 -1.111420 -5.078132 -3.1284 -1.4386 -2.3032
P 0.577591 1.669759 -3.572371 -0.2317 1.3692 -2.4009
C 0.764731 0.267905 -6.038522 -0.0216 0.2238 0.3021
C 1.584900 1.108006 -5.062054 0.3943 -0.0050 0.6655
H 0.044208 0.847753 -6.648320 0.4045 -0.1677 0.5639
H 1.456625 -0.216213 -6.746785 -0.3063 0.0043 0.2173
H 2.382289 0.487764 -4.626638 0.0190 0.0549 -0.3341
H 2.066306 1.971285 -5.550524 -0.1555 -0.2250 0.2328
C -0.211093 3.064704 -4.653115 0.0562 -0.0130 0.4677
H -0.553662 3.863917 -3.965857 -0.2454 -0.4403 -0.5300
H -0.990117 2.727775 -5.368232 0.4687 0.2538 0.7570
H 0.631227 3.480523 -5.240302 -0.3697 -0.1801 0.3389
C 1.753114 2.891567 -2.847245 0.0328 -0.0409 0.2114
H 1.917230 3.729521 -3.533399 0.3047 -0.1315 0.2060
H 2.729524 2.391436 -2.661640 -0.0079 0.5605 0.0056
H 1.293795 3.267980 -1.920509 0.4295 -0.0196 -0.1386
C -0.556895 -2.139662 -6.566121 0.6177 -0.1214 0.2292
H -1.107661 -3.010272 -6.196750 0.1025 0.0400 -0.2909
H 0.377458 -2.438846 -7.061749 -0.2507 -0.1889 0.1940
H -1.143617 -1.614855 -7.319770 -0.1237 0.1675 0.2807
C 1.471257 -1.975036 -4.673808 0.9230 -0.0926 0.6190
H 1.992176 -1.541565 -3.789679 -0.3923 -0.3712 -0.4068
H 2.167870 -1.887158 -5.531591 -0.3936 -0.0184 0.4090
H 1.290068 -3.044620 -4.484837 0.0224 0.4158 -0.0110
Hg 2.341783 0.698701 -1.292062 -0.2715 -0.7704 1.7727
C -2.064866 0.782920 -4.089425 -0.2806 1.2776 -0.6446
C -2.036281 -0.104145 -5.215299 0.6683 0.5502 -0.5207
C -3.390029 -0.894611 -5.318427 0.4038 -0.4602 -0.4283
C -3.675190 -2.064563 -4.324423 -0.9529 0.3443 -0.7334
C -2.488426 -2.823378 -3.951685 0.8257 -0.6400 -0.5369
C -1.269397 -2.116492 -3.649123 1.1387 -0.0489 2.5280
C -1.525133 -1.075684 -2.456090 0.4348 0.0600 0.0428
C -2.249723 0.263767 -2.745095 -0.0711 -0.3991 0.7851
C 3.488985 -0.780509 -0.165748 0.9439 -0.3936 -0.6035
H -2.448594 1.786453 -4.321399 0.3462 -0.1583 0.5120
H -1.834493 0.467603 -6.145337 -0.6659 -0.2968 0.3019
H -3.454189 -1.267387 -6.353370 0.0255 -0.1702 0.3429
H -4.209642 -0.156851 -5.240363 0.3420 -0.1335 0.0538
H -4.183556 -1.711803 -3.409812 0.0125 0.2467 -0.1546
H -4.406877 -2.744521 -4.807812 0.2461 0.3908 0.2481
H -2.627116 -3.907076 -3.774765 0.5799 0.6581 -0.3398
H -0.487917 -2.805858 -3.274748 -0.5433 0.0810 0.0560
H -0.543006 -0.856081 -1.972621 -0.5136 -0.0519 -0.4661
H -2.121532 -1.551731 -1.661819 0.3215 -0.2297 -0.2965
H -3.339921 0.164554 -2.597855 0.0582 -0.1991 0.2439
H -1.918092 0.987102 -1.980035 -0.1572 -0.1470 -0.1949
H 3.607062 -0.382859 0.855724 -0.2730 0.1057 -0.6476
H 4.498107 -0.895407 -0.657509 -1.1906 0.1001 0.5280
H 2.951286 -1.746546 -0.150894 0.1918 0.6708 -0.1719
O 0.313716 0.769929 0.717136 1.0358 0.6571 0.5163
C 1.131955 1.424615 1.426263 -0.0349 0.1378 -0.6152
O 2.195241 1.991530 1.017752 -0.8765 -0.5092 -0.0079
C 0.848235 1.529058 2.938721 -0.2440 0.1097 0.8346
C 1.748026 2.162277 3.822622 -0.2378 -0.3022 0.6051
C 1.545666 2.089139 5.225942 -0.9167 -0.6392 -1.5476
C 0.438384 1.439715 5.777589 -0.1327 -0.1442 -0.3569
C -0.484841 0.876774 4.889154 1.4191 0.8173 -0.8158
C -0.305700 0.940171 3.486446 0.0659 -0.1473 0.5636
N -1.604386 0.149472 5.430121 -2.5426 -1.5665 0.7173
O -1.740363 0.070720 6.668537 0.4504 0.2914 -2.2880
O -2.396027 -0.389073 4.618915 1.6209 1.1316 1.5781
N 2.517498 2.609944 6.155551 1.5957 0.9924 2.3239
O 3.563246 3.149804 5.753813 -1.9684 -1.0042 0.2290
O 2.245857 2.475867 7.372732 0.6213 0.3202 -2.2409
H 2.609420 2.698094 3.438528 -0.0367 -0.2143 -0.0112
H 0.315097 1.364572 6.859963 0.0092 0.0013 -0.5311
H -1.071518 0.501739 2.846461 0.4045 0.0460 0.0857


60
Properties=species:S:1:pos:R:3:forces:R:3 method="wB97M-V/def2-TZVPD" lumo_ev=0.62
C -1.254143 -2.197295 -0.101552 4.9788 -2.5502 -9.6255
H -0.099100 -1.941938 -0.153069 -2.3390 -0.4919 0.1399
H -1.565421 -1.987018 0.782447 -2.6142 1.1123 5.4352
H -1.325953 -3.276587 -0.498277 0.2709 0.9856 1.6780
C -2.038145 -1.515930 -1.354559 5.3869 5.4368 8.4241
N -2.324308 -0.055099 -0.736182 0.6220 1.1705 0.8155
C -3.499880 0.338030 -0.015703 7.1344 11.7411 -7.1195
O -3.631437 1.673559 -0.097581 -0.5091 -4.7817 2.2771
C -4.422301 -0.565601 0.129855 2.9001 -6.0940 3.7908
C -5.657096 -0.547329 0.122020 -9.5949 2.9863 -1.5326
C -6.473132 0.856867 -0.462843 -1.6022 -8.6524 0.6847
H -7.289956 1.111881 0.096631 -1.2413 1.4490 1.8706
H -5.707900 1.290008 -0.805555 5.2799 5.3021 -1.6286
H -6.883818 0.434686 -1.367464 -0.6472 -0.3694 -0.5229
C -6.594009 -1.626633 0.481248 1.7897 -0.2195 8.2655
H -6.078413 -2.480424 1.119524 -0.2911 1.3484 -1.6427
H -7.181553 -2.124783 -0.152201 -2.3101 -1.2086 -3.0187
H -7.275794 -1.299277 1.480866 1.3008 -0.2180 -3.0159
H -3.829472 -1.364233 0.611957 -1.1232 -1.0680 -0.3344
C -1.312593 1.067935 -1.052117 -1.7310 -1.1211 0.7915
H -1.833272 1.987033 -1.235745 -0.5967 0.6268 1.0190
H -1.074934 0.913079 -2.040236 1.2596 -1.1872 -2.5606
C -0.072130 1.179725 -0.183392 -2.0284 -3.0497 -0.8081
C -0.520185 1.458181 1.369317 3.4039 0.1769 -6.6301
C 0.798647 1.651843 1.811369 1.9869 -5.5462 13.3187
C 1.882360 2.488946 1.439944 -2.4873 0.9709 -4.2343
N 2.134564 1.864070 0.101278 2.4062 6.1765 -2.5638
C 3.327938 2.842912 -0.503293 5.0606 -15.1251 6.6813
H 2.970631 3.595947 -0.866540 -3.3528 8.7388 -4.0849
C 4.027190 1.693986 -1.391987 1.1877 9.8959 -6.1242
C 4.230582 0.517795 -0.849571 0.9289 -5.7525 3.2510
C 5.319187 0.151296 -0.150596 4.8145 -0.2782 4.6567
C 5.527389 -0.980063 0.669436 -3.8402 -2.5838 -2.6797
C 4.497942 -2.129127 0.559339 1.0498 5.6428 -1.6656
C 3.353355 -1.845738 -0.185106 4.4753 4.8018 0.9024
C 3.296630 -0.377093 -0.846489 -6.6355 -8.9071 -2.0039
H 2.400943 -0.428919 -1.659339 1.7840 0.8332 2.2389
O 2.343995 -2.637224 -0.061227 -3.7919 4.0845 -5.3743
C 2.400842 -3.847855 0.356676 -5.1056 0.8478 7.9118
H 2.355759 -3.631930 1.521194 0.3047 -1.4623 -1.1146
H 1.581043 -4.497569 0.247783 -1.8015 -0.0069 -1.0492
H 3.139528 -4.408528 0.243578 7.2479 -4.1601 -1.7385
H 4.559243 -2.963907 1.158257 0.4367 -1.7132 1.1168
H 6.330187 -1.339673 1.272808 0.9422 1.0049 0.1732
H 6.010775 0.996780 -0.021686 0.3991 -0.5547 -0.0434
H 5.096403 2.119545 -1.776264 -2.3506 -0.6491 0.6714
H 3.458457 1.494958 -2.309996 -0.1146 0.7083 -0.0701
H 4.121438 2.753612 0.378047 -1.8319 1.6675 -1.5912
C 0.975221 2.188268 -0.842113 -2.4443 -0.9795 12.1276
H 1.106206 1.928956 -1.715609 1.8505 -2.7001 -8.7789
H 0.511261 3.150132 -0.785594 0.2365 1.2011 0.2175
H 2.739782 2.511738 1.994009 2.0033 -0.6891 1.7016
H 1.557591 3.547481 1.372541 0.0316 -0.0803 -0.2707
H 0.619274 1.704106 3.169615 0.6278 0.8142 -3.0964
H 1.388990 0.429108 2.208399 -1.7160 3.1687 -2.0884
H -1.097760 0.751587 1.801472 -1.5209 -2.3105 1.2219
H -1.002298 2.305748 1.140662 -2.2849 3.5316 0.3495
H 0.352861 0.099556 -0.185620 -0.0672 1.9517 -0.0379
H -1.476859 -1.229533 -2.122288 1.5747 -0.2115 -3.8902
H -2.894367 -1.800067 -1.110505 -7.7023 -3.6539 -0.7922


no.,E (a.u.)
1,-2052.01405
2,-2255.29873
3,-1117.92651